# 1
3 unconnected molecules or ions with the total composition C19H45BO9P, computed with ωB97M-V/def2-TZVPD.

Geometry as XYZ:
```
75
C19H45BO9P (ωB97M-V/def2-TZVPD)
P -1.22030 -0.33993 0.72652
O -1.21269 -0.70821 2.28553
O -3.31177 -4.14957 -7.34224
O 2.74298 1.96311 8.21625
O 2.21082 0.78735 5.56272
O -0.57283 -1.31687 -0.16475
O -2.82563 -0.31349 0.57781
O 2.73036 4.11025 -0.78610
O -3.73275 -2.80327 -4.76178
O 1.79155 1.98221 -1.12166
C 1.05741 -1.74397 2.38681
C 0.00080 -0.86641 3.03736
C -3.85322 -4.19693 -4.96383
C 1.34793 1.87658 8.43186
C 1.85326 2.06878 5.06663
C 3.45948 0.74721 6.21984
C 2.86194 2.12221 -2.00686
C 2.60245 1.45303 -3.34032
C 0.89100 3.30181 0.90580
C 3.31894 0.76424 7.72799
C -3.58618 -1.81773 -1.21614
C -0.69814 1.37006 0.48488
C 2.33622 -0.05322 -3.19534
C 3.08568 3.63712 -2.06051
C -2.51204 -3.04392 -7.72125
C -4.76040 -2.03857 -5.35784
C 0.28752 2.01084 1.47426
C -2.96267 -4.69608 -6.08202
C -3.33019 -0.37793 -0.76543
B 2.16694 2.95547 -0.02714
H 3.04960 2.39953 0.69506
H -5.68410 -2.10027 -4.77076
H -3.06775 -5.78281 -6.15438
H 2.72633 -0.09962 8.05153
H 2.39626 2.29374 4.14342
H -4.42540 -1.00261 -5.37270
H -2.39579 -2.32983 -6.90351
H 3.95476 -0.18584 5.93159
H -3.27983 -2.49406 -0.42074
H 0.42113 0.11044 3.26085
H 4.09430 1.57730 5.89179
H 4.12703 3.88822 -2.31440
H -4.63934 -1.98466 -1.44969
H -3.01132 -2.55358 -8.55572
H -2.63201 0.11496 -1.44836
H -0.25001 2.19779 2.41272
H 1.48445 -0.38009 -3.79445
H 2.09927 -0.28756 -2.15672
H 3.47670 1.62489 -3.97849
H 0.83738 1.40675 7.58887
H -4.96639 -2.36408 -6.38072
H -1.91690 -4.47233 -5.84573
H 2.42757 4.08796 -2.82568
H -0.25997 1.40152 -0.51624
H -4.89612 -4.46729 -5.16600
H -4.24965 0.20802 -0.75769
H -1.61438 1.96705 0.47585
H 2.04391 2.85490 5.80170
H 1.61400 -1.21675 1.61176
H 0.60146 -2.62105 1.92927
H 1.22684 3.94126 1.73224
H 0.97427 2.89238 8.55209
H 0.11676 3.86730 0.36753
H 1.12801 1.30894 9.34406
H -1.51969 -3.37368 -8.04784
H 3.20366 -0.64858 -3.48876
H 0.78792 2.04192 4.84182
H 1.74666 -2.07641 3.16639
H -3.55046 -4.68967 -4.03484
H 4.31419 0.67709 8.17443
H 1.11597 1.32985 1.68864
H 3.77171 1.67694 -1.55179
H -0.30357 -1.30607 3.98820
H 1.74562 1.94569 -3.81139
H -2.98954 -2.06178 -2.09426
```

Output
Charge: -1
Max |F|, eV/A: 0.3
Multiplicity: 1
E_tot, Eh: -1794.40063
Highest occupied orbital energy, eV: -4.2416

# 2
A molecular structure, C29H27AsN3O12PtS2 at a distorted geometry, computed with ωB97M-V/def2-TZVPD.

Geometry as XYZ:
```
75
C29H27AsN3O12PtS2 (ωB97M-V/def2-TZVPD)
Pt -1.12921 -0.32434 0.79370
As -3.28760 1.41338 2.30633
S -0.62851 0.72325 -4.78994
S -3.43267 -1.76189 1.75458
O -3.12859 -3.15355 1.52603
O -3.13741 -0.90701 0.53619
O -0.13769 2.07238 -4.86866
O 0.08390 2.80918 -1.10851
O 2.16390 5.74123 0.12052
O -4.71977 -1.47538 2.31476
O -0.93504 0.03947 -6.02080
O -2.03354 1.48656 1.15177
O -0.66600 0.67622 -1.22296
O 4.17577 5.46272 1.01639
O -4.80331 1.69121 1.81819
O -2.88836 2.84558 3.32552
N -0.38789 -2.14764 0.43612
N -2.02110 0.70706 -3.86354
N 0.75710 -0.05412 1.42984
C -2.14848 2.39228 -1.89209
C 0.37425 -1.65131 -3.88746
C 2.57954 3.68605 1.23287
C 1.40542 -2.46634 -3.44723
C 1.40843 -1.21909 1.58268
C -2.27664 -1.18613 3.02034
C 2.85717 -0.56241 -3.30468
C -1.48432 -2.09333 3.71097
C 2.75608 1.29961 1.08293
C 0.79838 -2.37638 1.10271
C -1.93496 0.48558 4.72424
C -0.77103 1.96792 -1.35754
C 1.31126 3.54946 1.78572
C 0.60196 -0.29071 -4.01920
C 1.42703 1.17316 1.49447
C -1.00083 -3.13778 -0.21726
C 1.82962 0.26876 -3.71696
C 0.61855 -4.70920 0.57128
C 1.27968 -3.69803 1.21496
C -1.13294 -0.42418 5.40976
C 3.07376 5.02819 0.81640
C 3.32814 2.55112 0.95488
C 2.66183 -1.93385 -3.16875
C -0.51876 -4.42561 -0.20298
C -2.51405 0.10632 3.53006
C 3.81689 -2.82522 -2.79045
C 0.74384 2.30528 1.93367
C -2.48847 2.01174 -3.34459
C -0.89401 -1.69435 4.89986
H -1.03931 -5.19918 -0.74652
H -0.26338 2.21080 2.31100
H 3.83435 -0.13982 -3.09922
H -1.95097 0.01199 -3.12407
H -3.33172 3.58136 2.88343
H 1.96175 1.33905 -3.81372
H 3.30840 0.42065 0.77447
H -2.09602 2.75311 -4.03368
H 3.47004 -3.80240 -2.45533
H -0.69029 -0.13684 6.35510
H 1.23835 -3.53107 -3.33274
H 4.46804 -2.97440 -3.65516
H 2.16761 -3.88331 1.80487
H -1.89840 -2.87611 -0.75613
H 0.96841 -5.73034 0.65627
H -2.24924 3.47123 -1.79142
H 2.38369 -1.22917 2.05176
H -2.10314 1.48374 5.10403
H 1.40168 5.17993 -0.09536
H -0.25603 -2.38252 5.44019
H -3.57544 2.01011 -3.43239
H 0.74399 4.42693 2.07322
H -1.36231 -3.09290 3.31172
H -2.84008 1.89411 -1.20931
H 4.41410 -2.37759 -1.99398
H 4.33203 2.66262 0.56467
H -0.58746 -2.06587 -4.16580
```

Output
<S²>: 2.03
Charge: -1
Max |F|, eV/A: 1.8
Multiplicity: 3
E_tot, Eh: -5339.99846
Energy relative to the best compared isomer or geometry (same formula, charge and spin), kJ/mol: 103.6
Highest occupied orbital energy (alpha / beta), eV: -4.5779 / -6.4777

# 3
2 unconnected molecules or ions with the total composition C4H8N2 at a distorted geometry, computed with ωB97M-V/def2-TZVPD.

Geometry as XYZ:
```
14
C4H8N2 (ωB97M-V/def2-TZVPD)
N -0.73676 -0.86335 -0.21401
N 0.77380 1.28839 1.11422
C -2.13976 -0.29970 -0.23548
C 1.65389 1.57580 1.74401
C 0.33649 -0.59996 -0.76806
C 1.54877 -0.52408 -1.32808
H 1.77471 -1.19945 -2.18542
H 2.41966 0.04621 -0.89723
H -0.67133 -1.72143 0.28606
H -2.55276 -0.46872 0.68230
H 2.68044 1.68879 2.31769
H -2.10180 0.71498 -0.21604
H -2.83395 -0.77333 -0.89941
H -0.15139 1.13587 0.59944
```

Output
Charge: +2
Max |F|, eV/A: 4.9
Multiplicity: 1
E_tot, Eh: -265.87752
Energy relative to the best compared isomer or geometry (same formula, charge and spin), kJ/mol: 254.5
Highest occupied orbital energy, eV: -20.2367

# 4
12 unconnected molecules or ions with the total composition C9H40F2N19O9 at a distorted geometry, computed with ωB97M-V/def2-TZVPD.

Geometry as XYZ:
```
79
C9H40F2N19O9 (ωB97M-V/def2-TZVPD)
F -0.09359 2.32270 -0.15192
F 1.28888 -0.80663 -3.06969
O 4.19699 1.88640 -1.18853
O -5.58416 -2.59039 1.12496
O 1.33224 -4.10931 -1.27186
O -3.37953 -0.50286 -2.56351
O 2.69902 2.91779 -4.36055
O -1.50775 -1.86797 1.23189
O -4.18488 3.05211 2.42594
O 2.13266 -1.22065 1.11168
O 1.92914 2.27746 3.34420
N -2.85216 1.88346 0.95240
N -1.79544 1.15264 -2.60022
N 2.65269 -2.50690 2.95421
N 4.11542 -0.96655 2.17738
N 0.19749 1.17775 2.39432
N 0.94901 -2.96611 -3.19739
N -1.23148 -0.93251 -3.21620
N -2.26379 3.95397 1.56071
N -3.97793 -1.16877 0.24064
N 1.01341 2.73784 -2.86947
N -0.55432 -2.72778 3.12642
N 0.08251 -0.45180 -0.52979
N -6.01846 -1.38568 -0.71446
N 5.32647 2.53346 0.67270
N -0.62691 -3.98192 1.27970
N 3.05869 2.42351 0.73384
N 0.23940 -5.10112 -3.05659
N 0.42679 1.05250 4.61955
N 1.54274 4.77380 -3.71101
C 0.83197 -4.05467 -2.39058
C 2.86634 -1.51851 2.04393
C -3.21044 2.97313 1.69722
C -2.22639 -0.12166 -2.81935
C -0.89782 -2.74412 1.83197
C -5.19314 -1.76148 0.29793
C 0.89094 1.59993 3.46841
C 4.15578 2.25880 -0.03330
C 1.80588 3.43365 -3.69039
H 2.21876 2.29556 0.18370
H -0.32464 0.39452 4.68372
H -3.28832 -1.24850 0.96963
H -0.98214 -4.31812 0.40153
H 0.74897 3.19123 -2.00485
H -3.42742 1.05800 0.96475
H 4.28489 -0.16787 1.58746
H -2.37446 1.94396 -2.38964
H 3.19000 2.54703 1.72131
H 0.80295 -2.86737 -4.18104
H 5.27138 2.70516 1.66027
H -1.94997 1.94967 0.49795
H -0.16591 -4.83020 -3.92957
H 1.16502 -2.16312 -2.59869
H 1.12725 1.72905 -2.85578
H 4.36932 -0.87931 3.14839
H -1.33817 -1.91322 -3.38539
H 0.38158 -6.02690 -2.69699
H -6.97390 -1.68175 -0.65425
H -2.25994 4.65189 2.28279
H 0.31136 1.63848 1.49846
H 0.02341 -4.62468 1.69209
H -0.11920 -3.55257 3.49001
H -0.87127 -2.02696 3.77013
H 0.61214 -0.87756 0.24667
H 1.72755 -2.81349 3.18976
H -0.81673 1.38291 -2.66844
H 0.80901 1.34327 5.50256
H -0.67880 0.74188 2.62717
H 0.09913 0.58368 -0.38015
H 6.20312 2.31359 0.23715
H 1.98203 5.45656 -4.29867
H -1.65420 4.02889 0.76391
H 3.34524 -2.55163 3.68017
H -5.71746 -0.79002 -1.46751
H 0.65332 5.10703 -3.37837
H -0.88098 -0.69563 -0.31369
H 0.44581 -0.61997 -1.47022
H -0.29534 -0.54051 -3.29853
H -3.78965 -0.79651 -0.68298
```

Output
Charge: -1
Max |F|, eV/A: 3.4
Multiplicity: 1
E_tot, Eh: -2284.64951
Energy relative to the best compared isomer or geometry (same formula, charge and spin), kJ/mol: 0.0
Highest occupied orbital energy, eV: -6.6038

# 5
A molecular structure, C34H52Cl2NPTi at a distorted geometry, computed with ωB97M-V/def2-TZVPD.

Geometry as XYZ:
```
91
C34H52Cl2NPTi (ωB97M-V/def2-TZVPD)
Ti 0.85374 0.40345 0.79673
Cl 0.18540 -1.69881 0.94440
Cl -0.92441 1.80542 0.84223
P -2.39924 -0.56017 -1.71027
N 1.39233 3.87243 3.62602
C -4.30253 2.13198 -4.20379
C 3.85574 2.04931 -3.39394
C -0.23542 -2.81146 -4.45275
C 1.48231 0.34941 -1.04406
C 3.64470 3.39794 -3.07468
C -5.11716 -1.44958 2.01640
C -2.45412 -4.03189 -4.06549
C 3.12388 1.06031 -2.76589
C 2.67198 3.74472 -2.12910
C 0.37683 4.88990 4.01560
C 4.15477 -0.31156 2.96831
C 0.89313 2.41652 3.76932
C -1.91698 3.01421 -3.78274
C 1.98112 1.41733 3.49574
C 1.90649 2.76305 -1.51348
C 3.34428 0.11780 1.90293
C -4.66703 -2.60678 1.11505
C -1.89628 -1.99129 -2.73531
C -0.80172 -1.58094 -3.74032
C -1.53210 1.63465 -3.25305
C 2.76331 0.93319 4.55230
C -3.11881 2.95547 -4.73860
C 2.23982 0.91356 2.21092
C -3.03901 -2.80232 -3.34824
C 1.92630 4.16560 2.26803
C -4.19935 0.18186 0.28736
C -5.36067 -0.16071 1.22363
C -3.52223 -2.23262 0.16864
C -3.86833 0.74348 -3.70002
C 2.15391 1.38727 -1.77645
C -1.34942 -3.67220 -5.06636
C -2.77831 0.95529 -2.65749
C 3.82483 0.05604 4.27950
C -3.85169 -0.97897 -0.66312
H -4.35728 -3.46352 1.72556
H 0.51748 2.32829 4.80202
H 1.09844 4.12289 1.55174
H -1.05556 3.46968 -4.29004
H -5.51926 -2.93690 0.50965
H -5.52761 0.67640 1.91144
H 3.29616 0.00760 -2.99178
H 4.23081 4.17482 -3.57003
H 4.41321 -0.34093 5.11185
H 0.00482 -1.04887 -3.21681
H -5.07620 2.02184 -4.97300
H 4.60232 1.78027 -4.14353
H -0.91155 -4.59068 -5.47583
H -4.75183 2.66853 -3.35746
H 2.18066 3.94908 4.28967
H -3.62838 -2.18863 -4.04242
H -1.79463 -3.12190 -5.90301
H 0.86929 5.86191 4.09879
H -4.35069 -1.26505 2.77802
H 2.35130 5.17179 2.28396
H -6.03334 -1.73536 2.54721
H 1.10266 3.02885 -0.82026
H -1.21946 -0.89357 -4.49121
H -3.27765 -3.09179 -0.47200
H -6.27631 -0.26932 0.62947
H 5.02822 -0.94376 2.76596
H -0.06476 4.62101 4.97934
H -3.25751 -4.58607 -4.56771
H -3.45801 3.97448 -4.95571
H -4.65519 -1.16348 -1.40484
H -1.12867 1.02856 -4.07444
H -1.40420 -2.64028 -1.98045
H -2.16369 3.65997 -2.92822
H -3.30872 0.40012 0.89492
H -0.74066 1.71272 -2.49561
H -3.48844 0.13351 -4.53538
H 0.04864 2.31704 3.07264
H 1.44830 -0.62984 -1.54210
H -2.03159 -4.69680 -3.30133
H 0.33634 -3.40487 -3.72721
H 2.52297 1.20408 5.58678
H 0.46722 -2.48665 -5.23322
H -4.73014 0.20612 -3.27165
H -2.79181 2.51777 -5.68905
H -4.42807 1.10587 -0.26431
H 2.69461 3.43997 2.00505
H -3.72977 -3.14212 -2.56171
H -3.17633 1.64031 -1.88205
H 3.61129 -0.08564 0.85629
H -0.40267 4.93872 3.24574
H 2.50580 4.79705 -1.88343
H -2.61173 -2.02469 0.75618
```

Output
<S²>: 0.77
Charge: -1
Max |F|, eV/A: 3.6
Multiplicity: 2
E_tot, Eh: -3492.71620
Energy relative to the best compared isomer or geometry (same formula, charge and spin), kJ/mol: 60.1
Highest occupied orbital energy (alpha / beta), eV: -1.1119 / -2.2806

# 6
A molecular structure, C12H36BeFO20P4S at a distorted geometry, computed with ωB97M-V/def2-TZVPD.

Geometry as XYZ:
```
75
C12H36BeFO20P4S (ωB97M-V/def2-TZVPD)
S -3.68043 2.74331 -0.48143
P 3.52288 2.85067 3.24667
P -3.07484 -4.11125 -3.36085
P -3.00384 -2.84113 4.22967
P 2.83664 2.86766 -4.01161
F 2.12627 -2.36629 -0.97023
O -3.81888 4.16846 -0.57842
O 3.49961 4.51481 3.26964
O -2.37480 -4.20428 4.88009
O -4.60257 -3.21693 4.03426
O -2.94165 -1.74870 5.50429
O -2.59011 -5.63002 -2.94737
O 3.37621 2.54511 4.88259
O -2.90978 -4.09903 -5.01130
O 2.44691 2.20775 2.43247
O -4.66189 -3.98970 -3.18803
O 4.14441 2.16547 -4.63556
O 5.10593 2.52672 2.99759
O -2.38986 -2.48375 2.93199
O -2.89735 2.22932 -1.51049
O -5.11585 2.59642 -0.62595
O -2.33728 -2.93756 -2.72163
O 3.41062 4.39337 -3.46551
O 1.99729 2.11635 -3.08169
O 2.01219 3.37608 -5.38965
O -3.10525 2.21317 0.75536
C 4.47207 2.73343 5.79317
C -1.99540 -5.16443 4.03154
C 2.50224 5.26036 4.07905
C -5.23324 -3.64324 -1.92263
C 1.32099 2.42813 -6.17846
C -1.23263 -5.84759 -2.82550
C -1.65854 -1.11825 5.79773
C 5.56742 2.37884 1.66316
C 5.02387 2.89016 -5.48524
C 2.38105 5.35659 -3.02992
C -5.36971 -3.63238 5.11195
C -2.28339 -3.16599 -5.87240
Be -0.48989 -0.07476 -0.23207
H -6.20923 -4.12765 -1.89268
H -1.03553 -6.20508 -1.81483
H 4.77566 3.89375 -5.83063
H 1.59779 1.38600 -6.01896
H -1.07179 -6.63101 -3.56609
H -0.55450 -5.03742 -3.09359
H -4.63659 -4.09861 -1.13222
H 4.82972 2.44996 -6.46332
H -5.06156 -4.64476 5.37318
H 2.87788 5.56179 5.05687
H -1.59943 -0.14004 5.32053
H -1.38864 -5.90003 4.55959
H 5.82792 1.35010 1.41427
H 1.34687 5.02386 -3.11862
H 2.52535 6.17858 -3.73106
H -1.93347 -2.31331 -5.29051
H -5.13930 -2.97515 5.95043
H -6.36979 -3.56660 4.68346
H 6.09040 2.66636 -5.46244
H 4.14570 2.91833 6.81659
H 5.14373 1.87500 5.78357
H -5.73943 -2.67844 -1.95472
H 0.29391 2.62014 -5.86807
H 1.36332 2.58129 -7.25682
H 4.88043 2.63105 0.85535
H -2.96246 -5.60018 3.78048
H 2.41437 6.15445 3.46183
H -1.46154 -3.76749 -6.26081
H -0.84072 -1.66989 5.33408
H 6.51006 2.89287 1.47526
H -2.91922 -2.95107 -6.73125
H 5.13303 3.51005 5.40837
H 1.49819 4.84625 4.17118
H -1.57326 -4.85790 3.07450
H 2.58989 5.55893 -1.97942
H -1.32734 -1.22093 6.83111
```

Output
Charge: -1
Max |F|, eV/A: 5.6
Multiplicity: 1
E_tot, Eh: -3861.76726
Energy relative to the best compared isomer or geometry (same formula, charge and spin), kJ/mol: 700.5
Highest occupied orbital energy, eV: -4.2748